Below is C6H12ClIO2PPd as an isolated structure at a distorted geometry, with properties calculated with ωB97M-V/def2-TZVPD.

For the LUMO energy (spin up / spin down), the calculation gives -14.237 / -17.458 eV. The HOMO-LUMO gap (spin up / spin down) is 7.46 / 4.87 eV. The charge is +3. The spin multiplicity is 5.

```
24
Properties=species:S:1:pos:R:3:forces:R:3:lowdin_charge:R:1
C -0.698945 -2.644513 -0.578900 -1.621 -1.795 -1.493 -0.077
I 3.269640 -2.356640 1.589349 1.762 -2.020 0.501 1.583
H -1.767818 -2.383917 -0.588151 0.722 -0.138 -0.024 -0.002
H -0.513141 -3.603210 -0.070745 0.081 0.328 0.548 0.068
H -0.288124 -2.736771 -1.595132 0.377 0.775 0.147 0.070
Pd 0.516529 -1.407846 0.587437 0.658 0.085 -1.016 0.590
P -0.128678 0.680298 -0.326558 -1.085 3.370 -1.868 0.780
C 1.283269 1.504446 -1.145091 1.044 -1.154 0.409 -0.188
C -1.332085 0.657604 -1.694470 -0.282 -1.113 0.384 -0.202
H -1.436785 1.705517 1.442406 0.211 0.430 -0.132 0.031
H -0.925576 2.904636 0.210327 0.131 -0.234 -0.286 0.107
H 0.253508 2.296953 1.409366 -0.179 0.106 -0.036 0.072
C -0.614800 2.032098 0.796215 -0.048 -1.015 1.173 -0.195
H -2.332947 0.485384 -1.288985 0.127 0.103 -0.278 0.048
H -1.277279 1.624059 -2.205867 0.127 -0.050 0.175 0.093
H 0.887618 2.281558 -1.809554 -0.156 -0.194 0.144 0.101
H 1.844245 0.765016 -1.726901 0.095 0.378 -0.194 0.075
H -1.076081 -0.144349 -2.394699 -0.126 0.192 -0.074 0.075
H 1.934247 1.946183 -0.383032 -0.111 0.020 -0.336 0.058
C 2.256243 -0.507134 1.208496 0.443 6.292 0.618 -0.740
O 2.612480 0.602276 1.417288 -0.828 -4.200 -0.550 0.133
Cl -2.112996 -0.740274 1.072262 -0.634 0.075 0.722 0.500
O -0.262968 -1.464348 3.601072 0.530 -0.114 -3.086 0.251
C -0.089548 -1.497027 2.473863 -1.239 -0.126 4.550 -0.229
```
Forces are in eV/Å.


Below is a 3-piece molecular cluster, C5H13N2 overall at a distorted geometry, with properties calculated with ωB97M-V/def2-TZVPD.

For the LUMO energy, the calculation gives -3.759 eV. The HOMO-LUMO gap is 8.63 eV. The energy above the lowest of the compared OMol25 structures with the same formula, charge and spin is 450.9 kJ/mol. The charge is +1.

```
20
Properties=species:S:1:pos:R:3:forces:R:3:lowdin_charge:R:1
C 1.375244 1.987491 1.247664 1.063 -0.406 2.326 -0.012
C 2.009517 1.207646 0.389356 0.946 0.190 2.918 -0.266
C 3.110957 0.299623 0.790755 -0.098 -2.879 -2.388 -0.112
C -1.277912 -0.334724 -0.378658 0.062 0.057 -0.428 0.067
C -0.993222 -1.320591 0.378920 0.084 0.157 -0.639 -0.084
N -0.669728 -2.435355 0.933786 1.110 -0.099 -1.223 0.194
N -3.242540 0.044752 -2.243678 1.027 0.790 -0.057 0.058
H 1.731306 1.905318 2.332728 -0.749 0.416 -1.520 0.091
H 0.069778 -3.056910 0.556874 -0.399 1.004 -0.015 0.167
H 3.254038 0.259914 1.819216 0.518 0.279 1.855 0.042
H 2.850010 -0.792269 0.511695 -0.067 1.353 0.383 0.091
H 4.070878 0.335975 0.235816 -0.503 0.838 0.373 0.089
H -2.045993 -0.437015 -1.434059 0.047 0.205 1.164 0.106
H -0.971807 0.740939 -0.352392 0.073 -1.299 0.481 0.102
H 1.764156 1.207387 -0.580853 -0.878 0.142 -3.707 0.047
H -1.051930 -2.837719 1.756432 -0.969 0.192 0.827 0.129
H -3.439116 -0.341989 -3.160370 0.063 0.433 -0.114 0.082
H -3.190982 1.085538 -2.210562 -0.179 -1.183 -0.533 0.104
H -3.969748 -0.235238 -1.628544 -0.898 -0.240 0.558 0.059
H 0.617096 2.717234 1.035866 -0.254 0.048 -0.260 0.045
```
Forces are in eV/Å.